This record from the Open Molecules 2025 dataset describes a 2-piece molecular cluster, C16H27BrCl2F2N2O9P2 overall in a non-equilibrium geometry. The level of theory is ωB97M-V/def2-TZVPD.

Values from the calculation:
Energy above the lowest of the compared OMol25 structures with the same formula, charge and spin in kJ/mol: 0.0
Maximum force in eV Å⁻¹: 2.7

Last column: Mulliken charge in e.
Atoms and positions in Å:
C: 0.636 -1.390 2.732  -1.128
C: 0.109 -2.677 2.067  0.143
C: 1.142 -3.286 1.091  -1.551
C: -1.297 -2.534 1.460  0.627
C: -1.912 -3.927 1.210  -1.570
C: -1.314 -1.809 0.108  -1.285
O: -0.317 -0.779 0.019  1.237
C: -0.637 0.384 -0.683  -1.090
P: -0.748 0.040 -2.504  1.745
O: -0.770 1.332 -3.186  -0.815
O: 0.561 -0.755 -2.867  -0.571
O: -1.942 -0.936 -2.899  -0.657
C: 0.646 1.285 -0.470  -1.317
C: 2.046 0.661 -0.515  -0.664
C: 3.008 1.510 -1.407  -1.551
C: 3.431 0.775 -2.682  -0.720
C: 2.785 1.276 -3.941  0.455
O: 2.626 2.423 -4.200  -0.500
O: 2.398 0.303 -4.848  -0.452
C: 0.353 1.964 0.942  -1.274
Br: 0.516 3.867 0.660  0.075
C: -1.071 1.502 1.296  0.629
N: -1.882 2.324 2.229  0.146
C: -1.055 2.992 3.225  0.602
O: -1.218 4.098 3.578  -0.424
F: -0.105 2.211 3.753  -0.189
C: -2.765 1.439 2.962  0.545
O: -3.943 1.429 2.875  -0.423
F: -2.134 0.598 3.796  -0.210
N: -1.652 1.325 -0.061  -0.521
P: -3.511 1.144 -0.336  0.362
O: -3.522 1.210 -1.928  -0.447
Cl: -4.152 2.980 0.175  -0.121
H: 1.197 -0.799 2.011  0.099
H: 1.300 -1.676 3.545  0.537
H: -0.180 -0.810 3.161  0.127
H: -0.001 -3.384 2.891  0.757
H: 0.723 -3.518 0.114  0.327
H: 1.497 -4.236 1.488  0.343
H: 2.013 -2.639 1.019  0.376
H: -1.964 -1.990 2.132  0.263
H: -1.143 -4.674 1.032  0.385
H: -2.587 -4.213 2.011  0.385
H: -2.520 -3.898 0.301  0.364
H: -1.103 -2.546 -0.673  0.519
H: -2.330 -1.445 -0.083  0.200
H: 0.740 -1.460 -2.228  0.333
H: -2.627 -1.049 -2.235  0.377
H: 0.539 2.099 -1.185  1.650
H: 2.464 0.749 0.487  0.701
H: 2.049 -0.383 -0.814  0.124
H: 2.560 2.454 -1.701  0.649
H: 3.949 1.786 -0.874  0.443
H: 4.499 0.972 -2.815  0.510
H: 3.306 -0.309 -2.637  0.218
H: 2.891 0.432 -5.664  0.340
H: 1.025 1.569 1.691  0.843
H: -0.862 0.567 1.812  -0.531
H: -1.449 2.232 -0.521  0.932
H: -3.439 2.110 -2.287  0.367
Cl: 5.143 3.077 -1.628  -0.723

=====

This record from the Open Molecules 2025 dataset describes a 9-piece molecular cluster, C31H47F5O23S4 overall in a non-equilibrium geometry. The level of theory is ωB97M-V/def2-TZVPD.

Values from the calculation:
SMILES string: O=C1OC[C@@H](F)O1.O=C1OC[C@@H](F)O1.O=C1OC[C@@H](F)O1.O=C1OC[C@@H](F)O1.O=C1OC[C@@H](F)O1.O=S1(=O)CCCC1.O=S1(=O)CCCC1.O=S1(=O)CCCC1.O=S1(=O)CCCC1
Energy above the lowest of the compared OMol25 structures with the same formula, charge and spin in kJ/mol: 1.3
Maximum force in eV Å⁻¹: 2.2

Last column: Mulliken charge in e.
Atoms and positions in Å:
C: 13.405 -16.558 11.652  -0.475
C: 14.634 -15.727 11.938  -0.741
C: 14.875 -14.785 10.790  0.126
S: 13.175 -14.381 10.137  1.128
O: 13.204 -14.619 8.717  -0.595
O: 12.656 -13.140 10.645  -0.658
C: 12.311 -15.703 11.034  -0.754
H: 13.049 -17.161 12.487  0.423
H: 13.651 -17.331 10.911  0.116
H: 15.489 -16.366 12.174  0.374
H: 14.568 -15.132 12.857  0.308
H: 15.423 -15.192 9.938  -0.163
H: 15.408 -13.845 10.945  0.210
H: 11.666 -16.250 10.353  0.398
H: 11.713 -15.286 11.844  0.322
C: 17.484 -12.198 6.718  -0.648
C: 17.071 -13.003 5.470  0.294
C: 17.757 -14.360 5.610  0.293
S: 17.758 -14.760 7.344  1.150
O: 19.098 -14.996 7.823  -0.739
O: 16.654 -15.644 7.634  -0.501
C: 17.251 -13.107 7.903  -0.858
H: 16.976 -11.243 6.833  0.526
H: 18.555 -11.995 6.589  -0.057
H: 17.391 -12.491 4.565  -0.630
H: 15.981 -13.093 5.492  0.512
H: 18.804 -14.240 5.316  -0.047
H: 17.420 -15.195 5.005  -0.172
H: 17.473 -12.841 8.935  0.602
H: 16.178 -13.343 7.997  0.311
C: 21.596 -15.252 12.621  -0.703
C: 21.257 -15.540 11.154  -0.684
C: 20.670 -14.253 10.582  -0.131
S: 20.570 -12.999 11.903  0.952
O: 19.288 -12.357 11.812  -0.497
O: 21.824 -12.308 12.003  -0.659
C: 20.557 -14.268 13.163  -0.668
H: 22.582 -14.782 12.646  0.327
H: 21.663 -16.141 13.248  0.384
H: 20.628 -16.431 11.088  0.294
H: 22.157 -15.860 10.624  0.266
H: 19.634 -14.454 10.307  -0.153
H: 21.151 -13.884 9.679  0.519
H: 19.588 -14.750 13.269  0.331
H: 20.936 -13.914 14.121  0.417
C: 22.768 -14.971 2.351  -0.826
C: 22.349 -16.441 2.260  -0.559
C: 21.111 -16.450 1.379  -0.922
S: 20.157 -14.973 1.825  1.139
O: 19.199 -15.374 2.829  -0.499
O: 19.700 -14.348 0.599  -0.838
C: 21.551 -14.078 2.525  -0.047
H: 23.302 -14.709 1.432  0.300
H: 23.475 -14.741 3.149  0.400
H: 22.147 -16.834 3.258  0.284
H: 23.112 -17.076 1.813  0.377
H: 20.430 -17.292 1.484  0.416
H: 21.297 -16.320 0.312  0.397
H: 21.290 -13.900 3.572  -0.255
H: 21.609 -13.090 2.074  0.558
C: 15.751 -17.706 5.787  0.095
C: 15.908 -18.602 7.014  0.558
O: 15.390 -19.848 6.608  -0.383
C: 14.907 -19.780 5.340  0.448
O: 14.382 -20.665 4.759  -0.520
O: 15.126 -18.553 4.822  -0.390
F: 15.185 -18.161 8.065  -0.275
H: 16.690 -17.292 5.440  -0.078
H: 15.000 -16.946 6.003  0.304
H: 16.943 -18.760 7.307  0.212
C: 15.595 -15.513 2.794  0.588
C: 15.367 -15.167 1.330  0.848
O: 14.251 -14.355 1.357  -0.319
C: 13.520 -14.646 2.477  0.471
O: 12.404 -14.339 2.696  -0.509
O: 14.294 -15.359 3.336  -0.258
F: 15.091 -16.342 0.657  -0.370
H: 16.285 -14.824 3.287  -0.775
H: 16.005 -16.511 2.931  0.243
H: 16.218 -14.725 0.826  -0.016
C: 17.302 -12.372 0.038  0.137
C: 18.463 -11.375 0.010  0.439
O: 18.329 -10.674 1.218  -0.340
C: 17.133 -10.987 1.797  0.684
O: 16.812 -10.629 2.877  -0.514
O: 16.435 -11.818 1.017  -0.264
F: 18.336 -10.528 -1.067  -0.336
H: 17.753 -13.307 0.367  -0.215
H: 16.907 -12.465 -0.968  0.322
H: 19.471 -11.775 -0.042  0.143
C: 19.237 -10.219 4.591  -0.334
C: 20.069 -9.611 5.727  0.314
O: 20.969 -10.611 6.099  -0.360
C: 20.836 -11.694 5.282  0.412
O: 21.398 -12.726 5.410  -0.502
O: 19.937 -11.433 4.319  0.028
F: 19.288 -9.322 6.809  -0.247
H: 19.247 -9.612 3.691  0.451
H: 18.203 -10.365 4.897  0.124
H: 20.558 -8.688 5.421  0.197
C: 14.795 -9.597 9.611  -0.143
C: 15.379 -8.471 10.477  0.179
O: 16.084 -9.119 11.459  -0.325
C: 15.683 -10.438 11.499  0.577
O: 16.054 -11.229 12.291  -0.469
O: 14.771 -10.658 10.537  -0.152
F: 14.263 -7.845 11.052  -0.324
H: 15.496 -9.671 8.770  0.036
H: 13.791 -9.402 9.259  0.320
H: 15.912 -7.660 9.997  0.314

=====

This record from the Open Molecules 2025 dataset describes a 11-piece molecular cluster, C22H66O11S4 overall in a non-equilibrium geometry. The level of theory is ωB97M-V/def2-TZVPD.

Values from the calculation:
Energy above the lowest of the compared OMol25 structures with the same formula, charge and spin in kJ/mol: 352.0
Maximum force in eV Å⁻¹: 10.4

Last column: Mulliken charge in e.
Atoms and positions in Å:
C: 2.834 2.868 3.890  -0.850
C: 1.525 2.321 4.463  0.160
O: 1.488 0.866 4.312  -0.400
H: 3.641 2.751 4.676  0.319
H: 2.669 3.969 3.665  0.305
H: 3.152 2.418 3.040  0.125
H: 0.703 2.580 3.905  -0.309
H: 1.239 2.550 5.543  0.352
H: 1.992 0.465 5.007  0.239
C: 0.842 1.807 -5.093  -1.329
C: -0.201 2.066 -4.136  0.611
O: -0.711 0.828 -3.700  -0.087
H: 1.735 1.155 -4.927  0.276
H: 1.400 2.587 -5.583  0.410
H: 0.393 1.219 -5.933  0.278
H: -1.147 2.611 -4.572  0.112
H: -0.027 2.496 -3.091  -0.098
H: -1.355 1.227 -3.014  0.063
C: -2.516 4.013 2.423  -1.721
C: -2.152 2.782 3.237  0.737
O: -3.311 2.044 3.621  -0.551
H: -1.811 4.487 2.034  0.682
H: -3.175 4.699 2.992  0.285
H: -2.868 3.635 1.558  0.481
H: -1.427 2.863 4.094  0.243
H: -1.231 2.233 2.678  -0.398
H: -3.187 1.281 4.335  0.330
C: 0.366 -2.490 3.648  -0.983
C: 1.771 -2.913 3.612  0.010
O: 2.048 -3.447 4.807  -0.483
H: -0.240 -3.329 3.896  0.500
H: -0.045 -2.324 2.659  -0.123
H: 0.109 -1.743 4.380  0.360
H: 2.274 -1.963 3.405  0.254
H: 1.878 -3.703 2.927  0.135
H: 2.852 -3.199 4.823  0.312
C: -3.887 0.934 -4.734  -1.000
C: -4.225 0.539 -3.351  -0.255
O: -3.278 0.741 -2.434  -0.310
H: -4.630 0.855 -5.465  0.414
H: -2.968 0.364 -4.735  -0.066
H: -3.604 1.893 -4.733  0.376
H: -4.176 -0.719 -3.549  0.174
H: -5.153 0.869 -3.015  0.475
H: -3.520 0.244 -1.672  0.462
C: 2.005 3.623 -1.391  0.070
C: 2.292 4.713 -0.336  -0.211
O: 1.316 5.672 -0.462  -0.540
H: 1.642 4.021 -2.500  0.365
H: 1.177 2.865 -0.979  -0.481
H: 2.698 2.789 -1.279  -0.022
H: 3.356 5.001 -0.504  0.279
H: 2.321 4.429 0.679  0.167
H: 1.529 6.439 0.105  0.310
C: 5.355 2.139 -0.168  -1.004
C: 6.383 1.061 0.383  -0.472
O: 5.840 -0.149 0.938  -0.536
H: 5.864 2.954 -0.486  0.513
H: 4.489 2.151 0.311  0.114
H: 5.027 1.783 -1.096  0.440
H: 6.869 1.284 1.305  0.342
H: 7.052 0.823 -0.334  0.340
H: 6.477 -0.896 1.325  0.296
C: 1.727 -0.097 0.540  -0.992
S: 0.397 -0.638 -0.512  0.572
O: 0.057 -2.100 -0.130  -0.247
C: -0.765 0.482 0.174  -2.531
H: 1.481 -0.285 1.666  -0.141
H: 1.918 0.829 0.274  0.207
H: 2.621 -0.678 0.510  0.643
H: -1.593 0.686 -0.284  0.592
H: -0.521 1.569 0.147  0.328
H: -0.850 0.355 1.072  1.532
C: -0.468 -2.577 -5.614  -1.476
S: -1.769 -1.951 -4.516  0.756
O: -3.125 -2.582 -5.045  -0.688
C: -1.190 -3.059 -3.113  -1.721
H: -0.793 -3.495 -5.828  0.545
H: 0.551 -2.730 -5.248  0.350
H: -0.268 -1.974 -6.465  0.356
H: -0.474 -2.736 -2.446  0.445
H: -0.917 -4.022 -3.167  0.964
H: -2.122 -3.143 -2.484  0.330
C: 1.674 -5.137 0.123  -0.996
S: 0.028 -5.317 -0.429  0.707
O: -0.098 -6.749 -0.885  -0.742
C: -0.743 -5.067 1.111  -0.063
H: 1.988 -5.712 0.919  0.486
H: 1.893 -3.974 0.497  0.028
H: 2.457 -5.439 -0.569  0.423
H: -0.457 -4.145 1.315  -0.577
H: -0.342 -5.822 1.807  0.438
H: -1.814 -5.070 0.957  0.324
C: -3.332 -2.203 1.462  -0.841
S: -4.036 -0.527 1.305  0.858
O: -3.933 -0.394 -0.157  -1.042
C: -5.658 -1.101 1.735  -1.822
H: -3.356 -2.772 2.513  0.390
H: -2.204 -2.079 1.349  -0.129
H: -3.613 -2.799 0.676  0.543
H: -5.862 -2.005 1.483  0.645
H: -6.509 -0.714 1.213  0.445
H: -5.756 -0.947 2.631  0.613

=====

This record from the Open Molecules 2025 dataset describes a 2-piece molecular cluster, C2H9NOS overall in a non-equilibrium geometry. The level of theory is ωB97M-V/def2-TZVPD.

Values from the calculation:
2S+1: 2
Net charge: +1
Energy above the lowest of the compared OMol25 structures with the same formula, charge and spin in kJ/mol: 149.4
Maximum force in eV Å⁻¹: 3.3

Last column: Mulliken spin population.
Atoms and positions in Å:
C: -2.623 -1.144 1.383  -0.011
S: -1.137 -0.432 2.283  0.262
H: -3.497 -0.623 1.708  0.009
H: -2.446 -0.890 0.394  -0.002
H: -2.671 -2.203 1.298  0.006
H: -1.158 -0.847 3.559  -0.004
N: 1.627 -0.309 -1.141  0.643
C: 1.545 1.058 -1.029  0.000
O: 2.501 1.592 -1.896  0.025
H: 0.737 -0.716 -1.312  -0.005
H: 2.437 -0.794 -1.581  -0.017
H: 0.635 1.584 -1.281  0.025
H: 1.947 1.285 -0.084  0.064
H: 2.104 2.437 -2.300  0.005